91
Properties=species:S:1:pos:R:3 method="wB97M-V/def2-TZVPD" e_lumo_ev=1.429 e_homo_ev=-3.7256 homo_lumo_gap_ev=5.16 total_charge=-1 spin_multiplicity=1
C -0.59872 -3.76236 -3.80460
C -1.11012 -2.64298 -2.68405
C -2.73437 -2.84863 -2.36127
C -3.60954 -2.49005 -3.70024
N -5.05687 -2.92844 -3.65885
Ga -5.21751 -4.87978 -3.47079
H -0.00223 -4.65868 -3.30823
H -1.50238 -4.26939 -4.38064
H 0.05334 -3.14688 -4.57855
H -0.47158 -2.84234 -1.69582
H -0.93618 -1.55585 -3.08300
H -2.95108 -2.13815 -1.43508
H -2.83883 -3.94905 -1.97550
H -3.61474 -1.29912 -3.78270
H -3.14184 -2.87162 -4.71268
H -5.42373 -2.75392 -4.64262
H -5.41632 -5.14584 -1.87861
H -6.39758 -5.50572 -4.34765
H -3.75379 -5.46374 -3.85728
C -1.91303 -0.62113 1.21615
O -2.22660 -1.15667 0.16079
N -0.72583 -0.81565 1.88979
C -0.42969 -0.14242 3.13666
C 0.25726 -1.72215 1.33355
H -2.58758 0.08645 1.72574
H 0.47412 0.46016 3.00738
H -0.26201 -0.89419 3.91357
H -1.25452 0.50835 3.43916
H 0.54395 -1.36946 0.33838
H -0.18845 -2.71691 1.23991
H 1.14143 -1.77373 1.97486
C 2.12767 2.29369 -1.33792
O 2.29587 2.40561 -0.13041
N 1.02373 1.73110 -1.94278
C 0.90006 1.63596 -3.38198
C -0.04709 1.21847 -1.11323
H 2.88041 2.65079 -2.05989
H 0.00695 2.18335 -3.69727
H 0.80239 0.58235 -3.65986
H 1.77541 2.05923 -3.88195
H -0.43906 2.03161 -0.49509
H 0.35234 0.43879 -0.45783
H -0.84962 0.80523 -1.73036
C 4.66010 1.26663 2.31346
O 4.42592 0.24070 2.93917
N 5.60059 2.21498 2.65573
C 5.81773 3.40498 1.86050
C 6.39741 2.01574 3.84862
H 4.11128 1.51639 1.39053
H 6.85594 3.41570 1.51601
H 5.62766 4.28524 2.48170
H 5.15185 3.42703 0.99363
H 6.95352 1.07845 3.75290
H 5.73148 1.94351 4.71367
H 7.09556 2.84543 3.98968
C 7.33581 4.73029 -1.22445
O 7.49114 3.73553 -0.52788
N 8.29231 5.69287 -1.46861
C 8.02925 6.84346 -2.30680
C 9.60243 5.54976 -0.86802
H 6.37737 4.93644 -1.72872
H 8.72980 6.83669 -3.14696
H 8.17358 7.75247 -1.71543
H 7.00637 6.82494 -2.69246
H 10.04725 4.60839 -1.20402
H 9.49384 5.51947 0.22022
H 10.24990 6.38449 -1.15034
C -10.17163 -7.00207 -3.29954
O -10.99045 -7.76445 -3.79673
N -9.64334 -7.11272 -2.03079
C -8.67625 -6.16699 -1.51507
C -10.06855 -8.20948 -1.18585
H -9.78082 -6.13411 -3.85567
H -7.75798 -6.70382 -1.25956
H -9.08715 -5.69430 -0.61809
H -8.44658 -5.39493 -2.25434
H -9.82934 -9.15471 -1.68209
H -11.15176 -8.15035 -1.04392
H -9.56711 -8.16594 -0.21510
C -0.82581 3.79059 4.59564
O -1.64464 3.02821 4.09845
N -0.29752 3.67993 5.86440
C 0.66957 4.62566 6.38011
C -0.72273 2.58317 6.70934
H -0.43500 4.65855 4.03951
H 1.58784 4.08883 6.63562
H 0.25866 5.09835 7.27709
H 0.89924 5.39772 5.64084
H -0.48353 1.63794 6.21310
H -1.80595 2.64230 6.85126
H -0.22129 2.62671 7.68008

34
Properties=species:S:1:pos:R:3 method="wB97M-V/def2-TZVPD" e_lumo_ev=3.481 de_lowest_kj_mol=175.2 e_homo_ev=-5.6123 homo_lumo_gap_ev=9.09 total_charge=-1 spin_multiplicity=1
C -1.95592 1.20283 0.41523
O -1.79841 1.57825 -0.92342
C -2.95278 0.02218 0.49904
C -2.34370 -1.27118 -0.08998
C -1.00025 -1.66990 0.55363
C 0.21356 -2.84079 -1.29414
N -0.42731 -2.92551 0.03256
H -0.97565 1.00744 0.85065
H -2.41684 2.08186 0.89110
H -3.74228 0.34939 -0.17690
H -3.31690 -0.11599 1.51140
H -3.06519 -2.08799 -0.03932
H -2.24266 -0.92334 -1.13327
H -1.13642 -1.82486 1.63064
H -0.23313 -0.90518 0.39458
H 0.46380 -1.81043 -1.56541
H -0.39881 -3.14619 -2.15885
H 1.22567 -3.23419 -1.23027
H -1.13762 -3.64391 0.00026
H 1.10164 3.16465 -0.18154
H 1.39515 2.23885 -1.34803
O 1.45069 3.26657 -1.08962
H 2.70097 -0.31091 0.76915
H 2.30271 -1.15323 2.04619
O 2.61664 -0.30025 1.75522
H 0.50214 1.49480 -2.40297
H -0.83726 1.57136 -1.17045
O 0.70688 0.91918 -1.64756
H 1.84543 1.72155 2.68517
H 0.81610 0.78475 2.14975
O 0.93172 1.45263 2.82125
H 1.88805 0.03922 -1.19218
H 3.43659 0.14906 -1.35583
O 2.76661 -0.44287 -0.98145

123
Properties=species:S:1:pos:R:3 method="wB97M-V/def2-TZVPD" smiles="COC[C@H](C)N.COC[C@H](C)N.COC[C@H](C)N.COCCNCCOC.COCCNCCOC.NC(N)=O.NC(N)=O.NC(N)=O" e_lumo_ev=0.596 de_lowest_kj_mol=12.2 e_homo_ev=-8.7293 homo_lumo_gap_ev=9.33 spin_multiplicity=1
C 12.40476 10.61169 8.94339
O 12.99963 11.50752 9.78626
C 12.12271 11.93414 10.84307
C 12.96513 12.49854 11.92608
C 13.78078 13.65441 11.44736
N 13.85003 11.38282 12.41051
H 12.44230 9.58876 9.35838
H 13.00441 10.59787 8.03206
H 11.41843 10.98011 8.75512
H 11.46046 12.73493 10.59658
H 11.61901 10.98163 11.20287
H 12.40322 12.72830 12.81835
H 13.24236 14.44754 10.91064
H 14.58310 13.25047 10.84956
H 14.34136 14.02263 12.34307
H 14.60754 11.27663 11.74888
H 14.27371 11.82181 13.19971
C 9.44252 13.13324 18.93924
O 10.53941 12.60410 19.72849
C 10.29369 11.31285 20.20604
C 10.79195 10.31167 19.15955
C 11.01404 8.96540 19.83975
N 12.20806 10.64692 18.64488
H 8.52301 13.02394 19.54510
H 9.29597 12.59302 17.96086
H 9.65402 14.17820 18.73220
H 10.84945 11.21598 21.10630
H 9.23861 11.17268 20.44098
H 10.06566 10.25257 18.29752
H 11.68548 9.17613 20.76838
H 11.40381 8.23312 19.15215
H 10.06764 8.62108 20.25652
H 12.77615 10.77762 19.47532
H 12.19335 11.61739 18.25427
C 16.00048 16.36310 22.20127
O 15.22286 15.24293 21.92022
C 16.00253 14.19400 21.29623
C 15.18410 12.94177 21.12358
C 15.93246 11.77030 20.58258
N 14.05749 13.23901 20.19798
H 16.84307 16.27155 22.84747
H 15.28170 17.08144 22.65899
H 16.44721 16.76756 21.21904
H 16.30437 14.55694 20.26339
H 16.93998 13.95024 21.81961
H 14.82107 12.65306 22.08430
H 16.79650 11.48609 21.11263
H 16.10459 11.90801 19.49027
H 15.17954 10.92666 20.75632
H 13.77148 14.17868 20.17779
H 13.17451 12.74847 20.55086
C 18.61779 14.23541 17.16197
O 18.05341 15.57655 16.96931
C 17.97955 16.40115 18.11143
C 16.81359 17.30968 18.05451
N 15.48374 16.67453 18.28393
C 14.40117 17.66208 17.99612
C 13.02360 16.96962 17.90040
O 12.74202 16.06464 18.94067
C 12.62915 16.68824 20.20380
H 19.71892 14.29078 17.06940
H 18.19707 13.63013 16.37207
H 18.30513 13.79929 18.07423
H 18.86298 16.91879 18.46969
H 17.82541 15.84818 18.99271
H 16.83020 17.81839 17.15563
H 16.95119 18.06590 18.85703
H 15.41084 15.86750 17.70055
H 14.67877 18.31619 17.13424
H 14.37458 18.32287 18.87359
H 13.03876 16.42871 16.92457
H 12.21084 17.73365 17.89128
H 12.33772 15.93300 20.89049
H 11.90860 17.51623 20.22496
H 13.63543 17.03955 20.47726
C 6.87936 8.95276 14.98576
O 7.11301 9.83861 13.94192
C 7.53678 11.09596 14.40050
C 9.05673 11.28926 14.15246
N 9.53751 12.65014 14.47467
C 9.25132 13.57798 13.32650
C 9.61620 14.98105 13.59268
O 11.05082 15.12660 13.69592
C 11.37980 16.31701 14.31976
H 7.65747 8.99971 15.71465
H 6.89505 7.94150 14.59935
H 5.99849 9.30554 15.50105
H 7.33649 11.22572 15.50518
H 7.02244 11.85523 13.88473
H 9.31502 11.06912 13.05817
H 9.60646 10.53920 14.78112
H 10.56082 12.61020 14.52485
H 8.23370 13.62813 13.12286
H 9.73294 13.32031 12.38819
H 9.10850 15.26328 14.50651
H 9.26449 15.67450 12.80621
H 11.23696 17.17105 13.65566
H 12.40785 16.14674 14.66820
H 10.76268 16.51962 15.15327
N 16.46300 12.05700 14.01519
C 16.50493 10.80012 14.57189
N 17.42208 9.89538 14.07752
O 15.68228 10.42779 15.35624
H 17.32472 12.44030 13.62366
H 15.79845 12.63536 14.56204
H 17.67868 10.00983 13.11683
H 17.10605 8.91823 14.16181
N 12.32522 9.13310 13.48451
C 11.79473 9.08718 14.79406
N 12.68229 9.78407 15.63479
O 10.79403 8.51983 15.11090
H 11.62046 8.94107 12.84174
H 12.91570 9.91775 13.15824
H 12.49272 9.69357 16.59158
H 13.57602 10.03054 15.37141
N 12.55018 13.91290 16.44594
C 13.84671 13.91295 16.04276
N 14.83383 13.89640 16.99460
O 14.13138 13.94172 14.85235
H 11.84721 13.88994 15.74391
H 12.22645 14.14462 17.36277
H 14.71668 13.75575 17.98499
H 15.76387 13.84450 16.55731

70
Properties=species:S:1:pos:R:3 method="wB97M-V/def2-TZVPD" e_lumo_ev=0.525 e_homo_ev=-9.0394 homo_lumo_gap_ev=9.56 spin_multiplicity=1
N -1.57038 3.05329 -0.55824
P -1.79298 4.06173 0.59490
O -0.61670 4.07001 1.73814
S 0.76053 4.83913 1.16507
O 0.80531 6.08051 1.88413
O 1.83566 3.81177 1.77570
C 2.93914 3.62381 0.84455
C 2.54051 3.20435 -0.57554
N 2.93841 4.24108 -1.53057
H -0.71798 2.51674 -0.47387
H -2.97367 3.71308 1.26385
H -1.87607 5.35799 0.05681
H 3.54190 2.82859 1.27357
H 3.59063 4.49773 0.79747
H 3.09271 2.29730 -0.82912
H 1.47958 2.95190 -0.65680
H 2.45346 4.15680 -2.41181
H 2.79297 5.15580 -1.12641
O -2.83463 -0.36435 4.35621
P -1.58386 -0.97604 3.87538
O -0.86006 0.09601 2.91196
C -0.33532 1.31428 3.46341
C 1.01363 1.08969 4.12143
O -2.08512 -2.03658 2.74876
C -3.43677 -2.49404 2.70106
C -4.21609 -1.75430 1.63526
O -0.25905 -1.81783 4.20714
C -0.27458 -2.79543 5.27872
C -0.92755 -4.09556 4.85327
H -1.05060 1.74633 4.16923
H -0.23071 2.01477 2.63767
H 0.92091 0.46674 5.01271
H 1.45667 2.04152 4.41688
H 1.69117 0.57621 3.43860
H -3.91757 -2.39796 3.67481
H -3.39841 -3.55946 2.46203
H -4.16661 -0.67713 1.79291
H -5.26277 -2.06218 1.63655
H -3.79555 -1.95642 0.64911
H -0.77199 -2.37770 6.15641
H 0.76715 -2.96644 5.54308
H -2.00991 -3.98801 4.77311
H -0.72420 -4.87474 5.58826
H -0.55436 -4.41191 3.88030
O -0.57971 -0.06147 -4.13041
P 0.41991 -1.00713 -3.62037
O 1.26271 -0.35647 -2.43035
C 0.60355 -0.00191 -1.20340
C 0.39433 -1.20381 -0.30796
O 1.58211 -1.04078 -4.75623
C 1.35728 -0.51717 -6.06377
C 1.95418 0.86693 -6.20037
O 0.58155 -2.54478 -3.22829
C -0.25003 -3.53618 -3.87927
C 0.26028 -3.88823 -5.26232
H -0.34167 0.50384 -1.42021
H 1.24975 0.71615 -0.70015
H -0.33315 -1.88859 -0.74728
H 0.02087 -0.89479 0.66979
H 1.32101 -1.76277 -0.17506
H 0.29396 -0.50852 -6.30445
H 1.84313 -1.20208 -6.76281
H 1.56439 1.53565 -5.43280
H 1.73206 1.29023 -7.18113
H 3.03731 0.82643 -6.07643
H -1.28288 -3.18444 -3.92240
H -0.22891 -4.41367 -3.23587
H 0.06639 -3.08376 -5.97248
H -0.24100 -4.78422 -5.62935
H 1.33570 -4.05953 -5.24275

16
Properties=species:S:1:pos:R:3 method="wB97M-V/def2-TZVPD" e_lumo_ev=0.020 de_lowest_kj_mol=523.0 e_homo_ev=-8.7002 homo_lumo_gap_ev=8.72 spin_multiplicity=1
C -0.68791 -1.99233 -0.44616
C -0.67469 -0.50593 -0.11224
C -0.38600 0.58583 -1.19898
C -0.96541 -0.07347 1.26410
C 1.14124 0.52240 -0.92374
C 0.95826 -0.47662 0.19275
P 0.70197 -0.23928 1.99993
H -0.89614 -2.33459 0.55826
H -0.56486 0.20841 -2.23514
H -0.90017 1.56803 -1.01949
H -1.34221 0.90537 1.42284
H -1.64497 -0.72840 1.63984
H 1.64102 0.04961 -1.74843
H 1.65284 1.45684 -0.70284
H 1.35699 -1.39223 -0.14371
H 1.24431 1.04795 2.14266

51
Properties=species:S:1:pos:R:3 method="wB97M-V/def2-TZVPD" smiles="CC(C)CCNC(=O)OCC(=O)Br.O=C1C=CC(=O)C=C1.O=C1C=CC(=O)C=C1" e_lumo_ev=-1.671 e_homo_ev=-10.1688 homo_lumo_gap_ev=8.50 spin_multiplicity=1
C 6.64727 -0.73024 -1.50147
C 5.90629 0.09155 -2.70345
C 6.58136 -0.33749 -4.12654
C 6.02195 1.67091 -2.46172
C 4.73610 2.51963 -2.93872
N 3.43671 2.03618 -2.38696
C 2.68041 1.20688 -3.32331
O 2.76190 1.19505 -4.57169
O 1.68349 0.33874 -2.72582
C 0.36332 0.75831 -3.20535
C -0.81173 -0.14442 -2.55659
O -0.51999 -1.00171 -1.68965
Br -2.70665 0.14509 -3.15823
H 7.77910 -0.59878 -1.50606
H 6.31952 -1.83202 -1.64112
H 6.13862 -0.38528 -0.53009
H 4.84220 -0.32040 -2.73765
H 6.07532 -1.29361 -4.52842
H 6.34659 0.50975 -4.87332
H 7.71836 -0.41455 -4.07289
H 6.27650 1.98196 -1.39343
H 6.90300 2.03693 -3.12105
H 4.89212 3.58430 -2.50753
H 4.77524 2.63962 -4.07297
H 2.86031 2.89282 -2.24548
H 0.25892 1.86101 -2.88931
H 0.27921 0.67742 -4.35332
O -3.58733 0.96055 3.83493
C -3.84596 1.31266 2.69791
C -5.02351 2.15676 2.40548
C -5.30755 2.54015 1.16019
C -4.45644 2.13892 0.01989
O -4.71512 2.49083 -1.11613
C -3.27872 1.29466 0.31259
C -2.99478 0.91131 1.55787
H -5.63586 2.44222 3.25182
H -6.16616 3.15760 0.92775
H -2.66629 1.00887 -0.53364
H -2.13603 0.29363 1.79023
O -6.61697 -1.61394 4.08736
C -5.81470 -2.39601 4.56375
C -6.25474 -3.66083 5.19007
C -5.37536 -4.51590 5.71351
C -3.92346 -4.23656 5.68845
O -3.12180 -5.01856 6.16467
C -3.48383 -2.97192 5.06218
C -4.36335 -2.11669 4.53867
H -7.32102 -3.85048 5.19948
H -5.67984 -5.44618 6.17662
H -2.41764 -2.78215 5.05272
H -4.05897 -1.18657 4.07577